1.
{"formula": "C8H16N3O3", "method": "wB97M-V/def2-TZVPD", "species": ["O", "O", "O", "N", "N", "N", "C", "C", "C", "C", "C", "C", "C", "C", "H", "H", "H", "H", "H", "H", "H", "H", "H", "H", "H", "H", "H", "H", "H", "H"], "positions_angstrom": [[2.476, -0.056, 0.638], [-2.328, 0.751, -3.116], [-0.255, -0.042, -2.596], [-1.637, 0.213, -2.288], [-2.932, -0.196, -0.412], [0.669, -1.898, -0.213], [1.045, 1.890, 0.303], [-1.854, 0.089, -1.025], [2.347, 2.252, 1.030], [1.220, 0.354, 0.318], [3.261, 1.048, 0.757], [0.265, -0.501, -0.075], [-0.241, -2.836, 0.581], [-3.139, 0.019, 1.052], [-3.815, -0.730, -0.835], [2.670, 3.247, 0.651], [-3.973, 0.627, 1.036], [1.136, 2.197, -0.804], [-0.242, -2.574, 1.620], [-0.114, 0.360, -3.512], [1.647, -1.843, 0.159], [0.458, -2.257, -1.096], [0.118, 2.239, 0.686], [3.711, 1.296, -0.251], [2.207, 2.383, 2.065], [0.070, -3.856, 0.619], [4.045, 0.914, 1.487], [-2.333, 0.604, 1.425], [-1.272, -2.817, 0.219], [-3.207, -0.877, 1.579]], "homo_energy_ev": [-10.30, -11.82], "e_lumo_ev": [-2.53, -4.91], "total_charge": 1, "energy_ev": -19151.783, "e_above_lowest_kj_mol": 319.6, "spin_multiplicity": 3}

***

2.
{"formula": "C8H16NO2Se", "method": "wB97M-V/def2-TZVPD", "species": ["Se", "O", "O", "N", "C", "C", "C", "C", "C", "C", "C", "C", "H", "H", "H", "H", "H", "H", "H", "H", "H", "H", "H", "H", "H", "H", "H", "H"], "positions_angstrom": [[0.309, 0.551, -3.258], [1.987, -1.301, -2.113], [-1.497, 2.111, -0.468], [0.224, 0.081, -0.416], [-0.145, -1.211, -1.098], [0.682, 1.174, -1.354], [-0.624, -0.788, 2.521], [0.258, 0.378, 2.074], [1.061, 0.093, 0.820], [-0.262, 2.644, -0.787], [-0.838, -0.830, -2.416], [1.130, -1.923, -1.590], [-1.441, -0.850, 1.748], [-0.985, -1.818, -3.136], [1.770, 0.841, 0.730], [-1.827, -0.426, -2.282], [-0.169, 3.262, -1.697], [0.240, 3.111, 0.199], [-0.624, 0.437, -0.093], [1.656, 1.371, -1.390], [-0.627, -1.762, -0.334], [-0.057, -1.710, 2.654], [-0.286, 1.222, 1.916], [1.593, -0.916, 0.699], [1.252, -3.037, -1.320], [-1.142, -0.580, 3.491], [1.033, 0.557, 2.852], [-2.133, 2.727, -0.952]], "homo_energy_ev": -12.02, "e_lumo_ev": -3.11, "total_charge": 1, "energy_ev": -79476.892, "e_above_lowest_kj_mol": 0.0, "spin_multiplicity": 1}

***

3.
{"formula": "C8H16NO3P", "method": "wB97M-V/def2-TZVPD", "species": ["P", "O", "O", "O", "N", "C", "C", "C", "C", "C", "C", "C", "C", "H", "H", "H", "H", "H", "H", "H", "H", "H", "H", "H", "H", "H", "H", "H", "H"], "positions_angstrom": [[-0.695, 0.643, -0.660], [-1.486, -0.691, -1.179], [4.382, -0.128, 0.817], [0.340, 0.861, -1.654], [2.397, -1.062, 0.108], [-2.640, -1.228, -0.432], [3.287, 0.726, -1.155], [1.176, -1.157, 0.070], [-0.062, 0.208, 1.071], [-2.012, 1.931, -0.655], [-2.224, -2.498, 0.361], [3.449, -0.198, 0.092], [0.829, 1.270, 1.631], [1.559, 0.970, 2.297], [-1.696, 2.685, -1.340], [-3.023, -0.449, 0.251], [-3.023, 1.651, -0.643], [0.155, 1.912, 2.267], [-3.018, -3.190, 0.387], [-1.957, 2.363, 0.375], [0.611, -1.975, -0.223], [3.716, 1.734, -0.983], [-3.495, -1.530, -1.070], [2.199, 0.739, -1.510], [1.348, 1.761, 0.775], [-0.782, -0.320, 1.648], [-1.889, -2.264, 1.396], [-1.374, -3.014, -0.077], [3.926, 0.251, -1.968]], "homo_energy_ev": [-5.41, -9.81], "e_lumo_ev": [0.52, -2.49], "total_charge": 0, "energy_ev": -25471.608, "spin_multiplicity": 3}

***

4.
{"formula": "C8H16NPS", "method": "wB97M-V/def2-TZVPD", "species": ["S", "P", "N", "C", "C", "C", "C", "C", "C", "C", "C", "H", "H", "H", "H", "H", "H", "H", "H", "H", "H", "H", "H", "H", "H", "H", "H"], "positions_angstrom": [[3.503, -0.129, 1.710], [3.356, 0.016, -0.273], [1.823, 0.028, -0.792], [-1.425, -1.595, 0.522], [0.714, 3.047, -0.160], [-0.049, -0.966, 0.695], [1.176, -0.852, -1.739], [0.429, -0.192, -0.631], [-0.428, 0.951, -1.011], [-1.748, -2.710, 1.521], [-0.444, 2.113, -0.156], [-0.071, -0.308, 1.534], [1.569, 2.700, 0.462], [1.125, 3.200, -1.244], [-2.091, -0.804, 0.862], [-0.123, 1.304, -2.108], [1.440, -1.874, -1.730], [-0.530, 1.717, 0.894], [-1.404, 2.573, -0.318], [-1.665, -2.384, 2.623], [0.324, 4.095, 0.231], [-1.263, -3.551, 1.223], [-1.411, 0.661, -1.254], [-1.550, -1.723, -0.547], [-2.781, -3.078, 1.384], [0.590, -1.872, 1.038], [0.934, -0.365, -2.735]], "homo_energy_ev": -8.57, "e_lumo_ev": -0.43, "total_charge": 0, "energy_ev": -30167.532, "e_above_lowest_kj_mol": 57.1, "spin_multiplicity": 1}

***

5.
{"formula": "C8H16O2", "method": "wB97M-V/def2-TZVPD", "species": ["O", "O", "C", "C", "C", "C", "C", "C", "C", "C", "H", "H", "H", "H", "H", "H", "H", "H", "H", "H", "H", "H", "H", "H", "H", "H"], "positions_angstrom": [[2.944, 3.157, -0.883], [2.280, 0.762, -1.358], [-0.151, 2.777, 2.827], [3.314, 1.258, 1.691], [1.616, 2.489, 0.174], [1.296, 1.750, 4.049], [1.017, 1.806, 2.529], [-0.128, 2.296, 4.294], [2.144, 2.238, 1.596], [1.267, 1.227, -0.604], [0.713, 0.463, -0.037], [-1.082, 2.650, 2.258], [0.180, 3.823, 2.738], [3.752, 1.276, 2.698], [2.492, 3.220, 1.965], [3.022, 1.735, -1.578], [2.993, 0.236, 1.443], [2.064, 2.485, 4.331], [-0.848, 1.483, 4.466], [-0.255, 3.051, 5.081], [0.794, 2.300, -1.178], [3.503, 3.690, -0.313], [1.561, 0.778, 4.489], [0.705, 3.102, 0.300], [4.122, 1.522, 0.996], [0.616, 0.835, 2.194]], "homo_energy_ev": -8.18, "e_lumo_ev": 0.52, "total_charge": 0, "energy_ev": -12645.125, "e_above_lowest_kj_mol": 603.7, "spin_multiplicity": 1}

***

6.
{"formula": "C8H17Br2OP", "method": "wB97M-V/def2-TZVPD", "species": ["Br", "Br", "P", "O", "C", "C", "C", "C", "C", "C", "C", "C", "H", "H", "H", "H", "H", "H", "H", "H", "H", "H", "H", "H", "H", "H", "H", "H", "H"], "positions_angstrom": [[-3.758, -0.245, 2.678], [-2.359, -2.881, 0.449], [-3.505, -0.858, 0.331], [-4.841, -1.216, -0.009], [1.907, 1.248, -0.474], [1.331, -0.120, -0.832], [-1.136, 1.916, 0.568], [-0.690, 0.539, 0.644], [-0.527, -0.088, 1.963], [-0.262, 0.015, -0.603], [2.019, -1.337, -0.157], [1.325, -0.525, -2.319], [-2.119, 1.969, 0.939], [1.512, -2.238, -0.208], [3.059, -1.538, -0.332], [2.933, 1.305, -0.921], [-1.138, 0.284, 2.753], [-1.170, 2.366, -0.445], [2.377, -0.679, -2.500], [1.180, 2.083, -0.819], [0.832, 0.205, -2.942], [2.032, -1.202, 0.969], [2.249, 1.526, 0.493], [0.841, -1.437, -2.332], [-0.584, 0.641, -1.391], [-0.798, -1.113, 1.714], [-0.555, 2.492, 1.188], [0.442, -0.077, 2.142], [-0.598, -1.036, -0.548]], "homo_energy_ev": -8.15, "e_lumo_ev": -2.06, "total_charge": 0, "energy_ev": -159991.467, "e_above_lowest_kj_mol": 175.3, "spin_multiplicity": 1}

***

7.
{"formula": "C8H17BrClNO6S", "method": "wB97M-V/def2-TZVPD", "species": ["Br", "Cl", "S", "O", "O", "O", "O", "O", "O", "N", "C", "C", "C", "C", "C", "C", "C", "C", "H", "H", "H", "H", "H", "H", "H", "H", "H", "H", "H", "H", "H", "H", "H", "H", "H"], "positions_angstrom": [[0.319, -3.528, -0.931], [1.335, -0.682, 3.699], [-1.560, 1.823, -2.596], [1.759, 0.691, 3.577], [-2.624, 2.006, -3.533], [2.200, -1.535, 2.920], [-0.509, 0.964, -3.069], [1.336, -1.093, 5.068], [-0.021, -0.792, 3.163], [-1.409, -1.237, -0.740], [-2.104, 0.153, 1.093], [2.362, -0.673, -0.648], [-0.028, -1.728, -0.340], [-1.405, 0.188, -0.309], [-2.279, 1.185, -1.073], [0.835, -0.580, -0.848], [0.090, 0.589, -0.136], [2.913, 0.726, -0.360], [-3.091, -0.297, 0.997], [0.310, 1.584, -0.480], [-1.035, 3.052, -2.329], [2.645, -1.375, 0.112], [-2.235, 1.151, 1.486], [-0.041, -1.804, 0.742], [-3.242, 0.776, -1.357], [-2.103, -1.795, -0.251], [-1.474, -1.427, -1.742], [3.992, 0.749, -0.453], [2.789, -0.951, -1.604], [0.710, -0.636, -1.927], [-2.433, 2.028, -0.414], [0.336, 0.407, 0.900], [2.678, 1.042, 0.648], [-1.521, -0.397, 1.830], [2.506, 1.416, -1.094]], "homo_energy_ev": -9.01, "e_lumo_ev": -0.54, "total_charge": 0, "energy_ev": -115737.226, "spin_multiplicity": 1}

***

8.
{"formula": "C8H17BrO14P2S3", "method": "wB97M-V/def2-TZVPD", "species": ["Br", "S", "S", "S", "P", "P", "O", "O", "O", "O", "O", "O", "O", "O", "O", "O", "O", "O", "O", "O", "C", "C", "C", "C", "C", "C", "C", "C", "H", "H", "H", "H", "H", "H", "H", "H", "H", "H", "H", "H", "H", "H", "H", "H", "H"], "positions_angstrom": [[1.699, -3.027, 0.903], [0.748, 1.504, -2.279], [-5.819, -0.377, 2.450], [5.197, 1.050, -0.118], [-1.904, -1.950, 1.194], [-1.801, -2.371, -0.956], [1.460, 0.310, -2.568], [6.614, 0.766, 0.555], [0.857, -4.276, -1.399], [-5.848, 0.489, 3.569], [5.351, 1.040, -1.526], [1.510, 2.717, -2.980], [4.563, 2.150, 0.526], [4.470, -0.280, 0.360], [-0.898, -0.924, 1.573], [-5.203, -1.655, 2.521], [-7.296, -0.566, 1.873], [-0.645, 1.607, -2.533], [-5.219, 0.424, 1.204], [1.015, 1.924, -0.774], [1.758, 3.754, -2.013], [6.530, -0.376, 1.427], [5.441, -1.234, 0.814], [0.791, -3.251, -0.807], [-6.141, 0.411, 0.105], [-0.003, -2.060, -1.264], [-7.502, 0.325, 0.765], [1.974, 3.001, -0.717], [-5.935, -0.466, -0.511], [-1.980, -3.761, -1.083], [0.879, 4.401, -1.968], [7.492, -0.878, 1.467], [2.624, 4.336, -2.313], [-1.679, -3.157, 1.890], [5.804, -1.796, -0.048], [-7.824, 1.292, 1.154], [-6.015, 1.311, -0.490], [0.238, -1.178, -0.667], [-8.266, -0.078, 0.107], [0.179, -1.860, -2.318], [-3.214, -1.519, 1.407], [1.789, 3.610, 0.163], [4.984, -1.914, 1.526], [2.968, 2.557, -0.647], [6.255, -0.029, 2.424]], "homo_energy_ev": -9.09, "e_lumo_ev": 0.44, "total_charge": 0, "energy_ev": -158359.257, "spin_multiplicity": 1}

***

9.
{"formula": "C8H17CeFO3S", "method": "wB97M-V/def2-TZVPD", "species": ["Ce", "S", "F", "O", "O", "O", "C", "C", "C", "C", "C", "C", "C", "C", "H", "H", "H", "H", "H", "H", "H", "H", "H", "H", "H", "H", "H", "H", "H", "H", "H"], "positions_angstrom": [[-0.701, 1.564, -1.131], [2.055, -0.486, 0.165], [4.317, -0.800, -4.158], [0.509, -0.760, 0.809], [2.263, 0.972, -0.208], [2.088, -1.302, -1.309], [2.086, -1.495, -4.653], [-1.311, 0.817, 1.518], [-2.454, 0.282, 2.480], [2.868, -0.569, -2.298], [-3.861, 0.761, 1.861], [3.227, -1.469, -3.563], [0.164, 0.188, 1.862], [-2.380, 0.948, 3.930], [-1.575, 0.554, 0.413], [-3.823, 0.751, 0.730], [-1.438, 0.647, 4.468], [2.248, 0.293, -2.695], [-2.459, 2.069, 3.848], [-4.077, 1.780, 2.274], [3.606, -2.483, -3.284], [2.245, -2.434, -5.257], [-3.225, 0.511, 4.532], [1.051, -1.477, -4.218], [0.118, -0.278, 2.890], [3.851, -0.178, -1.913], [-2.486, -0.840, 2.521], [0.858, 1.066, 1.955], [-4.671, 0.041, 2.154], [2.196, -0.646, -5.389], [-1.290, 1.975, 1.665]], "homo_energy_ev": [-19.92, -19.93], "e_lumo_ev": [-16.46, -15.55], "total_charge": 3, "energy_ev": -41157.502, "e_above_lowest_kj_mol": 268.6, "spin_multiplicity": 2}

***

10.
{"formula": "C8H17ClCoINO4P", "method": "wB97M-V/def2-TZVPD", "species": ["I", "Co", "Cl", "P", "O", "O", "O", "O", "N", "C", "C", "C", "C", "C", "C", "C", "C", "H", "H", "H", "H", "H", "H", "H", "H", "H", "H", "H", "H", "H", "H", "H", "H", "H"], "positions_angstrom": [[2.722, 0.680, 1.499], [-1.976, 1.291, -1.356], [-3.841, 0.423, -1.191], [-0.127, 0.944, -2.763], [0.279, -2.865, 2.281], [0.267, -0.096, -0.231], [2.415, -1.764, -1.061], [-0.748, -0.822, 2.595], [0.300, -0.423, 4.888], [-0.602, 0.403, -0.964], [-0.651, -0.365, -3.854], [-0.848, 2.594, -2.891], [0.301, -2.695, -0.142], [-0.040, -1.775, 2.917], [0.596, -1.736, 4.367], [1.498, -2.189, -0.444], [1.648, 1.119, -2.925], [2.166, 0.200, -2.575], [0.237, -2.680, 1.169], [-0.470, -0.525, 5.547], [1.105, -0.050, 5.397], [0.102, -2.520, 4.956], [1.909, 1.317, -3.958], [-1.940, 2.616, -2.559], [-1.656, -0.730, -3.570], [2.013, 1.959, -2.286], [-0.804, 2.851, -3.944], [-0.501, -2.051, -0.526], [0.064, -1.202, -3.764], [0.055, -3.693, -0.464], [-0.261, 3.341, -2.352], [1.674, -1.903, 4.298], [-0.672, -0.023, -4.892], [0.007, 0.232, 4.109]], "homo_energy_ev": [-14.90, -15.34], "e_lumo_ev": [-7.26, -8.83], "total_charge": 2, "energy_ev": -85770.141, "spin_multiplicity": 5}

***

11.
{"formula": "C8H17ClILaNO3P", "method": "wB97M-V/def2-TZVPD", "species": ["La", "I", "Cl", "P", "O", "O", "O", "N", "C", "C", "C", "C", "C", "C", "C", "C", "H", "H", "H", "H", "H", "H", "H", "H", "H", "H", "H", "H", "H", "H", "H", "H", "H"], "positions_angstrom": [[-1.317, 0.484, 1.533], [1.627, 1.379, 0.059], [-3.676, -0.183, 0.845], [0.161, 0.335, -3.045], [-1.038, 0.104, 3.662], [2.094, -1.214, -1.869], [1.907, -1.433, 2.393], [-0.442, -1.213, 5.365], [-0.724, -0.813, -4.099], [0.982, -0.917, 1.931], [1.436, 1.311, -3.801], [0.930, -0.844, -1.821], [-0.274, -0.076, 4.704], [-1.049, 1.486, -2.388], [0.739, 0.929, 5.043], [-0.205, -1.438, -0.984], [-1.185, -1.844, 5.064], [-0.892, -0.358, -5.085], [1.149, 1.481, -4.847], [-0.657, 2.009, -1.498], [2.404, 0.796, -3.744], [-1.031, -0.707, -0.775], [0.191, -1.896, -0.058], [1.505, 2.281, -3.294], [1.069, 0.817, 6.084], [-0.144, -1.738, -4.241], [0.096, -1.436, 6.197], [-0.683, -2.236, -1.593], [-1.194, 2.247, -3.173], [1.616, 0.834, 4.382], [-2.011, 0.994, -2.195], [-1.702, -1.074, -3.661], [0.317, 1.934, 4.909]], "homo_energy_ev": -15.05, "e_lumo_ev": -7.23, "total_charge": 2, "energy_ev": -46964.503, "e_above_lowest_kj_mol": 0.0, "spin_multiplicity": 1}

***

12.
{"formula": "C8H17ClNO3P", "method": "wB97M-V/def2-TZVPD", "species": ["Cl", "P", "O", "O", "O", "N", "C", "C", "C", "C", "C", "C", "C", "C", "H", "H", "H", "H", "H", "H", "H", "H", "H", "H", "H", "H", "H", "H", "H", "H", "H"], "positions_angstrom": [[-3.232, -1.714, -0.580], [0.255, -0.175, -1.396], [0.494, -1.429, 0.524], [1.240, -0.945, -2.142], [1.114, 1.082, -0.649], [-2.119, -0.346, 1.249], [2.782, 2.568, -1.622], [0.303, -2.796, 0.319], [-2.665, -0.218, 0.141], [1.040, -3.650, 1.308], [-2.918, 1.094, -0.476], [2.538, 1.382, -0.853], [-1.665, 0.982, 1.637], [-2.081, 1.978, 0.471], [3.018, 0.533, -1.337], [2.032, -3.047, 1.701], [3.892, 2.841, -1.606], [-0.587, 1.217, 1.848], [2.839, 1.450, 0.215], [-1.292, 2.419, -0.063], [-3.961, 1.348, -0.682], [1.381, -4.553, 0.836], [-2.856, 2.778, 0.889], [-2.158, 1.172, 2.608], [0.776, -2.899, -0.697], [2.301, 3.407, -1.213], [-2.504, 0.969, -1.526], [-0.777, -2.888, 0.223], [-0.038, -1.111, 1.340], [2.557, 2.469, -2.611], [0.290, -3.919, 2.146]], "homo_energy_ev": -9.48, "e_lumo_ev": 0.86, "total_charge": 0, "energy_ev": -38014.604, "e_above_lowest_kj_mol": 123.8, "spin_multiplicity": 1}